#w
Below is a molecular structure, C21H46LuNOP3Se, with properties calculated with ωB97M-V/def2-TZVPD.

```
74
C21H46LuNOP3Se ωB97M-V/def2-TZVPD
Lu 1.527 -0.788 0.676
P -0.473 -0.076 2.636
P -2.152 0.452 -1.038
P 0.467 2.364 0.397
H 3.588 -1.864 -0.605
C 3.593 -1.060 0.171
C 3.391 -1.413 1.547
H 3.201 -2.467 1.797
C 0.248 -1.707 3.143
C -1.955 -0.054 3.675
C 0.735 0.950 3.574
C -2.616 1.260 -2.617
C -2.868 -1.201 -1.349
C -3.447 1.181 0.059
C 2.105 3.140 0.705
C -0.626 3.260 1.596
C -0.057 3.388 -1.042
H 4.093 -0.121 -0.134
H 3.819 -0.809 2.345
H 1.220 -1.590 3.634
H 0.321 -2.446 2.336
H -0.444 -2.096 3.893
H -2.856 -0.391 3.153
H -2.124 0.960 4.072
H -1.764 -0.730 4.522
H 1.722 0.461 3.624
H 0.319 1.002 4.594
H 0.896 1.966 3.204
H -3.625 0.920 -2.882
H -1.923 1.003 -3.430
H -2.612 2.347 -2.483
H -3.676 -1.075 -2.080
H -3.277 -1.607 -0.417
H -2.121 -1.896 -1.748
H -4.410 0.735 -0.230
H -3.494 2.271 -0.071
H -3.254 0.962 1.117
H 1.971 4.229 0.796
H 2.780 2.919 -0.134
H 2.556 2.743 1.625
H -0.413 4.334 1.512
H -0.484 2.957 2.637
H -1.676 3.072 1.338
H 0.443 4.364 -0.989
H -1.144 3.536 -1.055
H 0.234 2.905 -1.977
C 1.507 1.252 -3.057
C 2.816 1.399 -2.569
C 3.507 2.582 -2.813
C 2.985 3.547 -3.687
C 1.786 3.282 -4.361
C 1.107 2.072 -4.137
Se 0.228 0.058 -2.101
H -1.083 0.207 1.101
H 3.268 0.601 -1.964
H 4.490 2.746 -2.350
H 3.531 4.476 -3.871
H 1.385 4.025 -5.050
H 0.274 1.755 -4.767
C -1.471 -5.515 -0.146
N -1.109 -4.150 0.247
C -1.805 -3.587 1.410
C -0.052 -3.557 -0.262
C 0.678 -4.164 -1.402
O 0.367 -2.443 0.254
H -2.365 -5.791 0.443
H -0.650 -6.227 0.071
H -1.701 -5.576 -1.217
H -2.073 -2.531 1.267
H -2.719 -4.164 1.549
H -1.213 -3.674 2.330
H -0.041 -4.567 -2.119
H 1.286 -3.392 -1.873
H 1.330 -4.955 -1.018
```

## Properties
E_HOMO (alpha / beta) = -15.27 / -15.59 eV
Net charge = +3

#x
Below is a molecular structure, C21H46LuNOP3Se, with properties calculated with ωB97M-V/def2-TZVPD.

```
74
C21H46LuNOP3Se ωB97M-V/def2-TZVPD
Lu -0.757 0.621 -0.376
P -2.424 -1.767 -0.500
P 1.768 0.074 1.213
P 1.132 -0.859 -1.943
H -3.018 2.815 -3.692
C -3.380 1.872 -4.126
C -3.549 0.783 -3.367
H -3.104 0.663 -2.378
C -3.853 -1.554 0.571
C -1.132 -2.303 0.635
C -2.892 -3.177 -1.512
C 3.335 1.037 1.075
C 1.393 0.407 2.982
C 2.560 -1.568 1.468
C 0.591 -1.047 -3.669
C 1.678 -2.588 -1.716
C 2.780 -0.129 -2.230
H -3.720 1.972 -5.173
H -4.239 -0.017 -3.669
H -4.721 -1.209 -0.011
H -3.630 -0.841 1.380
H -4.073 -2.552 0.998
H -0.802 -1.494 1.323
H -0.233 -2.662 0.137
H -1.545 -3.115 1.236
H -3.735 -2.934 -2.180
H -3.208 -3.988 -0.831
H -2.072 -3.562 -2.135
H 3.884 0.930 2.022
H 3.115 2.092 0.886
H 3.982 0.654 0.275
H 2.353 0.493 3.518
H 0.823 -0.410 3.450
H 0.834 1.346 3.104
H 3.157 -1.496 2.388
H 3.230 -1.826 0.640
H 1.802 -2.350 1.588
H 1.433 -1.555 -4.164
H 0.388 -0.087 -4.157
H -0.296 -1.699 -3.713
H 2.222 -2.814 -2.644
H 0.819 -3.264 -1.630
H 2.347 -2.705 -0.858
H 3.103 -0.477 -3.218
H 3.507 -0.472 -1.483
H 2.755 0.967 -2.235
C 0.422 2.958 -2.028
C -0.651 2.531 -2.869
C -0.408 2.340 -4.241
C 0.856 2.553 -4.791
C 1.882 3.049 -3.961
C 1.664 3.290 -2.608
Se 0.386 2.992 -0.099
H -2.145 -0.510 -1.410
H -1.662 2.372 -2.453
H -1.199 1.989 -4.922
H 1.031 2.312 -5.843
H 2.852 3.247 -4.408
H 2.442 3.717 -1.954
C -2.724 1.753 4.771
N -2.187 1.154 3.557
C -2.008 -0.284 3.574
C -2.171 1.806 2.396
C -2.585 3.225 2.377
O -1.865 1.150 1.309
H -2.603 1.083 5.620
H -3.793 1.937 4.639
H -2.167 2.677 4.956
H -1.463 -0.609 2.683
H -1.442 -0.600 4.458
H -2.979 -0.797 3.580
H -2.039 3.755 3.165
H -2.358 3.708 1.427
H -3.655 3.342 2.622
```

## Properties
E_HOMO = -15.79 eV
Net charge = +3

So which one is most stable? That would be #x, about 4.927 eV below the next structure.

#w
Below is 2 unconnected molecules or ions with the total composition C6H15N2, with properties calculated with ωB97M-V/def2-TZVPD.

```
23
C6H15N2 ωB97M-V/def2-TZVPD
C 0.715 3.214 -0.548
C 0.303 2.029 0.391
C 0.591 0.713 -0.262
C 0.217 -0.532 0.626
C -0.508 -0.362 1.794
C 0.799 -2.790 1.045
N 0.910 -1.595 0.193
N -1.853 -1.636 -2.531
H 0.695 4.186 -0.064
H -0.030 3.129 -1.342
H 1.679 3.069 -1.043
H 0.869 2.194 1.318
H 0.221 0.437 -1.258
H -0.761 2.221 0.549
H -0.531 0.566 2.332
H -0.846 -1.254 2.290
H 1.040 -3.680 0.470
H 1.585 -2.644 1.794
H -0.116 -3.050 1.584
H -1.726 -1.445 -1.544
H 1.684 0.589 -0.323
H -2.479 -2.442 -2.544
H -2.457 -0.920 -2.927
```

## Properties
E_HOMO = -13.40 eV
Net charge = +1

#x
Below is 2 unconnected molecules or ions with the total composition C6H15N2, with properties calculated with ωB97M-V/def2-TZVPD.

```
23
C6H15N2 ωB97M-V/def2-TZVPD
C -2.177 2.392 -0.676
C -2.153 1.268 0.332
C -2.371 1.453 1.633
C -1.838 -0.091 -0.223
H -1.205 2.708 -1.054
H -2.654 3.227 -0.160
H -2.855 2.156 -1.500
H -2.383 0.576 2.270
H -2.445 2.442 2.061
H -1.696 -0.857 0.545
H -0.908 0.013 -0.798
H -2.599 -0.458 -0.918
C 3.751 -0.684 0.422
N 2.664 -1.605 0.111
C 1.622 -1.339 -0.629
N 0.611 -2.151 -0.842
H 4.694 -1.123 0.103
H 3.758 -0.464 1.486
H 3.590 0.229 -0.151
H 2.683 -2.529 0.519
H 1.611 -0.346 -1.067
H 0.599 -3.085 -0.443
H -0.299 -1.732 -1.022
```

## Properties
E_HOMO = -12.18 eV
Net charge = +1

#y
Below is a gas-phase ion, C6H15N2 (charge +1), with properties calculated with ωB97M-V/def2-TZVPD.

```
23
C6H15N2 ωB97M-V/def2-TZVPD
C 0.165 2.986 -0.923
C 0.387 1.818 0.000
C -0.644 0.722 -0.250
C -0.191 -0.597 0.349
C -0.236 -1.754 -0.340
N 0.585 -2.820 -0.073
C 0.092 -4.183 -0.234
N 0.030 2.304 1.426
H -0.797 3.495 -0.843
H 0.221 2.601 -1.947
H 0.859 3.813 -0.932
H 1.408 1.480 0.054
H -0.790 0.605 -1.325
H -1.609 1.034 0.167
H 0.459 -0.616 1.223
H -0.878 -1.936 -1.195
H 1.290 -2.619 0.617
H 0.889 -4.923 -0.332
H -0.588 -4.460 0.568
H -0.403 -4.221 -1.204
H -0.281 1.499 1.973
H -0.752 2.951 1.336
H 0.780 2.820 1.885
```

## Properties
E_HOMO = -11.19 eV
Structure (SMILES) = CN/C=C/C[C@@H](C)[NH3+]
Net charge = +1

#z
Below is 2 unconnected molecules or ions with the total composition C6H15N2, with properties calculated with ωB97M-V/def2-TZVPD.

```
23
C6H15N2 ωB97M-V/def2-TZVPD
C -2.416 0.704 -0.433
C -2.779 -0.624 0.229
C -1.702 0.293 0.719
C 2.558 -0.228 0.642
C 1.396 1.101 -0.869
C 0.160 -0.659 0.448
N -0.050 -1.366 -0.661
N 1.255 0.327 0.409
H -2.122 0.662 -1.421
H -3.093 1.597 -0.227
H -3.687 -0.854 0.857
H -2.501 -1.547 -0.412
H -1.631 0.763 1.758
H 2.559 -0.984 -0.035
H 3.295 0.486 0.509
H 2.686 -0.716 1.718
H 1.556 0.466 -1.804
H 0.546 1.708 -1.055
H 2.319 1.643 -0.704
H 0.351 -1.392 1.362
H -0.445 -0.844 -1.469
H -0.503 -2.311 -0.459
H 0.894 1.087 0.991
```

## Properties
E_HOMO = -12.45 eV
Net charge = +1

So which one is most stable? That would be #x, about 0.318 eV below the next structure.

#w
Below is 2 unconnected molecules or ions with the total composition CH4BrClSi, with properties calculated with ωB97M-V/def2-TZVPD.

```
8
CH4BrClSi ωB97M-V/def2-TZVPD
C 0.692 0.406 0.261
Si -0.919 -0.300 -0.535
Cl 1.265 2.039 0.062
Br 2.152 -0.824 -0.047
H 0.279 0.282 2.264
H -0.829 0.030 -1.896
H -2.142 0.129 0.221
H -0.499 -1.761 -0.330
```

## Properties
E_HOMO (alpha / beta) = -9.01 / -9.69 eV
Net charge = 0

#x
Below is a molecular structure, CH4BrClSi, with properties calculated with ωB97M-V/def2-TZVPD.

```
8
CH4BrClSi ωB97M-V/def2-TZVPD
C -0.664 0.273 -0.603
Si 0.884 -0.303 0.396
Cl -1.084 1.793 0.017
Br -2.089 -0.909 0.012
H -0.822 0.189 -2.015
H 1.778 0.963 0.374
H 1.603 -1.631 0.028
H 0.394 -0.374 1.791
```

## Properties
E_HOMO = -10.08 eV
Net charge = 0

So which one is most stable? That would be #x, about 2.339 eV below the next structure.

#w
Below is C22H25N3O2S in the gas phase, with properties calculated with ωB97M-V/def2-TZVPD.

```
53
C22H25N3O2S ωB97M-V/def2-TZVPD
C -0.149 -2.345 -1.627
N -0.383 -2.338 -0.213
C 0.344 -1.719 0.758
N -0.193 -1.929 1.929
N -1.278 -2.690 1.759
C -1.395 -2.935 0.484
S -2.714 -3.766 -0.296
C -4.051 -2.607 0.244
C -3.557 -1.206 0.126
C -3.227 -0.476 1.261
C -2.665 0.779 1.148
C -2.404 1.354 -0.094
C -2.749 0.621 -1.224
C -3.314 -0.638 -1.117
H -3.556 -1.194 -2.012
H -2.578 1.019 -2.212
C -1.777 2.738 -0.161
C -1.533 3.209 -1.597
H -2.466 3.282 -2.151
H -0.857 2.537 -2.123
H -1.075 4.196 -1.581
C -2.724 3.739 0.517
H -2.878 3.490 1.563
H -2.309 4.743 0.462
H -3.692 3.737 0.020
C -0.429 2.722 0.573
H -0.542 2.416 1.609
H 0.016 3.715 0.558
H 0.259 2.032 0.089
H -2.416 1.310 2.054
H -3.393 -0.903 2.239
H -4.882 -2.824 -0.426
H -4.308 -2.866 1.269
C 1.560 -0.910 0.481
C 2.130 -0.312 1.769
H 1.389 0.317 2.261
O 3.242 0.499 1.477
C 4.131 -0.089 0.615
C 5.408 0.448 0.510
C 6.342 -0.130 -0.328
C 6.012 -1.259 -1.061
C 4.739 -1.789 -0.981
C 3.790 -1.203 -0.154
O 2.525 -1.744 -0.138
H 4.455 -2.659 -1.551
H 6.744 -1.723 -1.705
H 7.331 0.294 -0.400
H 5.644 1.318 1.102
H 2.410 -1.134 2.440
H 1.307 -0.087 -0.212
H -0.275 -1.336 -2.027
H 0.864 -2.690 -1.832
H -0.872 -3.013 -2.095
```

## Properties
E_HOMO = -8.51 eV
Structure (SMILES) = Cn1c(SCc2ccc(C(C)(C)C)cc2)nnc1[C@H]1COc2ccccc2O1
Net charge = 0

#x
Below is C22H25N3O2S in the gas phase, with properties calculated with ωB97M-V/def2-TZVPD.

```
53
C22H25N3O2S ωB97M-V/def2-TZVPD
C -2.792 1.365 6.033
H -2.154 0.598 6.485
O -2.107 2.090 5.043
C -1.644 1.420 3.949
C -0.991 2.199 2.990
C -0.481 1.626 1.848
C -0.600 0.253 1.631
C -1.268 -0.514 2.579
C -1.782 0.055 3.730
H -2.287 -0.576 4.445
H -1.380 -1.574 2.406
C -0.102 -0.385 0.414
C 1.019 -0.043 -0.299
C 2.090 0.886 -0.001
C 2.752 1.557 -1.026
C 3.788 2.434 -0.764
C 4.194 2.656 0.546
C 3.549 1.972 1.580
C 2.520 1.099 1.312
H 2.044 0.568 2.121
H 3.884 2.140 2.591
O 5.198 3.498 0.925
C 5.891 4.206 -0.072
H 5.224 4.869 -0.633
H 6.398 3.529 -0.768
H 6.634 4.804 0.453
H 4.268 2.935 -1.591
H 2.447 1.391 -2.050
S 1.112 -1.031 -1.750
C -0.375 -1.835 -1.229
N -0.853 -1.394 -0.116
N -0.917 -2.828 -1.953
C -0.437 -3.185 -3.267
H 0.164 -2.361 -3.661
C -1.646 -3.452 -4.191
N -2.772 -2.595 -3.894
C -2.515 -1.191 -4.147
H -3.459 -0.650 -4.084
H -2.129 -1.086 -5.160
H -1.804 -0.727 -3.451
C -3.293 -2.870 -2.561
C -2.205 -3.370 -1.586
H -2.423 -3.057 -0.566
H -2.134 -4.462 -1.619
H -4.073 -3.637 -2.650
H -3.753 -1.961 -2.173
H -1.985 -4.485 -4.080
H -1.350 -3.303 -5.232
H 0.203 -4.075 -3.210
H 0.007 2.246 1.111
H -0.905 3.260 3.166
H -3.697 0.894 5.634
H -3.071 2.093 6.793
```

## Properties
E_HOMO = -6.95 eV
Structure (SMILES) = COc1ccc(-c2nc(N3CCN(C)CC3)sc2-c2ccc(OC)cc2)cc1
Net charge = 0

So which one is most stable? That would be #w, about 0.635 eV below the next structure.

#w
Below is C8H14 in the gas phase, with properties calculated with ωB97M-V/def2-TZVPD.

```
22
C8H14 ωB97M-V/def2-TZVPD
C 3.973 0.330 0.114
C 2.872 -0.431 -0.795
C 1.571 -0.486 -0.114
C 0.573 0.662 -0.795
C -0.573 0.870 -0.039
C -1.778 0.086 -0.087
C -2.960 0.205 0.628
C -4.189 -0.692 0.497
H 3.199 1.070 -0.135
H -0.703 1.624 0.752
H 3.970 0.390 1.228
H 5.005 0.517 -0.397
H 3.361 -1.265 -1.254
H 1.554 -0.247 0.943
H 0.848 -1.376 -0.185
H 0.239 0.150 -1.735
H 1.193 1.570 -1.043
H -1.834 -0.754 -0.761
H -2.867 0.626 1.672
H -5.156 -0.198 0.488
H -4.165 -1.322 1.409
H -4.134 -1.326 -0.391
```

## Properties
E_HOMO = -5.97 eV
Net charge = 0

#x
Below is C8H14 in the gas phase, with properties calculated with ωB97M-V/def2-TZVPD.

```
22
C8H14 ωB97M-V/def2-TZVPD
C -2.411 -1.068 0.862
C -1.759 -0.176 -0.178
C -0.897 0.934 0.347
C -1.283 2.201 0.291
C 0.458 0.588 0.953
C 1.186 -0.479 0.187
C 1.999 -0.236 -0.831
C 2.833 -1.254 -1.568
H -2.938 -1.898 0.386
H -3.188 -0.531 1.412
H -1.686 -1.419 1.597
H -1.123 -0.807 -0.823
H -2.411 0.188 -0.980
H -0.676 2.976 0.750
H -2.133 2.558 -0.275
H 1.072 1.485 0.870
H 0.312 0.299 1.997
H 1.151 -1.502 0.563
H 2.351 0.787 -0.951
H 2.167 -2.090 -1.811
H 3.571 -1.713 -0.912
H 3.255 -0.841 -2.472
```

## Properties
E_HOMO = -9.18 eV
Structure (SMILES) = C=C(CC)C/C=C/C
Net charge = 0

#y
Below is 2 unconnected molecules or ions with the total composition C8H14, with properties calculated with ωB97M-V/def2-TZVPD.

```
22
C8H14 ωB97M-V/def2-TZVPD
C 1.393 2.182 1.037
C 1.571 1.318 -0.004
C 2.184 1.719 -1.237
C 2.410 0.872 -2.274
H 1.911 3.146 1.113
H 0.861 1.822 1.914
H 1.343 0.230 0.125
H 2.280 2.796 -1.374
H 2.965 1.212 -3.162
H 2.155 -0.188 -2.233
C -0.262 -1.727 1.417
C -0.911 -1.026 0.234
C -2.374 -1.539 -0.018
C -3.479 -0.743 -0.057
H -0.121 -2.798 1.278
H 0.677 -1.256 1.752
H -0.959 -1.598 2.251
H -0.356 -1.180 -0.696
H -0.923 0.071 0.423
H -2.494 -2.556 -0.395
H -4.483 -1.086 -0.307
H -3.386 0.326 0.214
```

## Properties
E_HOMO = -8.74 eV
Structure (SMILES) = C=CC=C.C=CCC
Net charge = 0

#z
Below is C8H14 in the gas phase, with properties calculated with ωB97M-V/def2-TZVPD.

```
22
C8H14 ωB97M-V/def2-TZVPD
C -1.585 1.811 1.216
C -0.960 1.452 -0.146
C 0.468 1.080 0.013
C 0.753 -0.368 0.343
C 0.621 -0.839 1.623
C 1.558 -2.431 -0.469
C 0.906 -1.331 -0.743
C 0.127 -1.008 -1.967
H -0.913 1.837 2.032
H -2.480 1.208 1.582
H -2.043 2.857 1.046
H -1.649 0.696 -0.688
H -1.054 2.206 -0.876
H 1.202 1.299 -0.758
H 0.925 1.724 0.821
H 0.209 -1.724 1.985
H 0.626 -0.093 2.283
H 2.014 -2.540 0.517
H 1.844 -3.200 -1.138
H -0.485 -1.826 -2.394
H 0.561 -0.568 -2.736
H -0.646 -0.242 -1.543
```

## Properties
E_HOMO = -8.48 eV
Structure (SMILES) = C=C(C)C(=C)CCC
Net charge = 0

So which one is most stable? That would be #x, about 1.024 eV below the next structure.

#w
Below is CHNO2S in the gas phase, with properties calculated with ωB97M-V/def2-TZVPD.

```
6
CHNO2S ωB97M-V/def2-TZVPD
C 0.934 -0.454 0.002
N -0.085 0.199 0.584
O 1.122 -1.563 -0.266
O -1.258 -0.050 -0.145
S 1.199 1.225 -0.220
H -1.911 0.643 0.045
```

## Properties
E_HOMO = -9.96 eV
Structure (SMILES) = O=C1SN1O
Net charge = 0

#x
Below is CHNO2S in the gas phase, with properties calculated with ωB97M-V/def2-TZVPD.

```
6
CHNO2S ωB97M-V/def2-TZVPD
C -0.540 0.204 0.051
N -0.693 1.447 -0.079
O -1.567 2.278 -0.009
O -3.127 -0.269 0.096
S -1.866 -0.988 -0.070
H 0.450 -0.217 -0.002
```

## Properties
E_HOMO (alpha / beta) = -8.86 / -9.52 eV
Net charge = 0

So which one is most stable? That would be #w, about 0.879 eV below the next structure.